[1]
This record from the Open Molecules 2025 dataset describes 16 unconnected molecules or ions with the total composition C78H182N6O16 in a non-equilibrium geometry. The level of theory is ωB97M-V/def2-TZVPD.

## Properties
Kohn-Sham gap   8.8 eV
HOMO energy   -0.3008 Eh
LUMO   0.6 eV
Energy above the lowest of the compared OMol25 structures with the same formula, charge and spin   0.0 kJ/mol

ORCA input file:
```
! RIJCOSX wB97M-V def2-TZVPD def2/J DEFGRID3
* xyz 0 1
C 2.2997 2.2773 2.1100
C 3.7079 2.3219 2.6668
C 4.0222 3.7764 3.2945
C 3.3114 4.0337 4.6167
C 3.6485 2.8732 5.4797
C 3.2197 1.5164 5.0439
N 4.0244 1.3595 3.7474
O 3.7385 0.1163 3.1675
C 3.8605 0.3575 5.8708
C 1.7279 1.1920 4.9504
C 4.6775 1.9572 1.5199
H 2.3964 2.9014 1.1936
H 1.5975 2.7752 2.7426
H 2.0899 1.2480 1.8340
H 5.0908 3.8354 3.3858
H 3.8268 4.5667 2.6554
H 2.2517 4.1681 4.4602
H 3.7857 4.8404 5.1786
H 3.2368 3.0775 6.4873
H 4.7269 2.8269 5.5550
H 4.9675 0.3207 5.8510
H 3.5407 0.5407 6.9563
H 3.4644 -0.6431 5.5510
H 1.0340 1.9176 4.4835
H 1.7065 0.2343 4.3982
H 1.3358 0.9231 5.9258
H 4.3725 1.0781 0.9615
H 5.6462 1.6795 1.8769
H 4.8534 2.7678 0.8191
H 4.5217 -0.3703 3.4416
C 2.3967 0.8984 -3.2388
C 1.5913 2.1832 -3.0854
C 2.1742 3.1770 -4.0299
C 1.7694 2.9986 -5.5292
C 0.2651 2.8660 -5.6415
C -0.3521 1.8119 -4.7297
N 0.1213 2.0437 -3.3154
O -0.2345 1.0122 -2.4383
C -1.8632 2.0399 -4.7209
C -0.0080 0.4073 -5.2706
C 1.7229 2.6459 -1.6158
H 3.3558 1.1985 -2.7788
H 2.5039 0.4249 -4.1904
H 2.0202 0.2373 -2.4736
H 1.8710 4.2520 -3.8794
H 3.2449 3.2484 -3.8678
H 2.2315 2.1676 -6.0342
H 2.1768 3.8036 -6.1205
H -0.0495 2.9125 -6.6675
H -0.1208 3.7357 -5.1472
H -2.4111 1.3153 -4.0106
H -2.0729 3.1106 -4.4451
H -2.3455 1.9612 -5.7102
H 0.7772 0.3622 -5.9917
H 0.2736 -0.3398 -4.5588
H -0.8316 -0.1063 -5.7497
H 1.4824 1.9770 -0.8753
H 1.2737 3.6357 -1.2980
H 2.7672 2.8207 -1.5886
H -1.1555 1.1024 -2.1235
C 3.5367 -4.1197 5.4159
C 2.6773 -4.2450 4.1535
C 3.3983 -5.1459 3.1314
C 2.5140 -5.5524 1.9724
C 1.3651 -6.3593 2.5049
C 0.5565 -5.5987 3.5774
N 1.4261 -4.9754 4.5734
O 0.5723 -4.0763 5.3906
C -0.1972 -4.5066 2.8509
C -0.4672 -6.4407 4.3996
C 2.4306 -2.8096 3.6237
H 2.8819 -3.6214 6.1436
H 4.4058 -3.4671 5.2913
H 3.8755 -5.1102 5.8587
H 4.2151 -4.5176 2.6833
H 3.7866 -6.0867 3.5123
H 2.9868 -6.1433 1.1961
H 2.1283 -4.6870 1.4604
H 1.7036 -7.3711 2.8069
H 0.6769 -6.5238 1.6773
H 0.3725 -3.8570 2.2383
H -1.0120 -4.9110 2.2620
H -0.5854 -3.9294 3.6561
H -0.8821 -5.7334 5.0604
H -1.2413 -6.8381 3.7428
H 0.0132 -7.2090 4.9483
H 2.1408 -2.8239 2.6046
H 3.3694 -2.2485 3.8097
H 1.7615 -2.2683 4.2551
H 0.6377 -4.4543 6.3042
C -2.7465 -6.5768 -1.8904
C -1.5351 -5.8436 -2.4647
C -1.3672 -6.2968 -3.9106
C -2.4702 -5.8179 -4.7939
C -2.3872 -4.2659 -4.8454
C -2.4931 -3.6147 -3.4529
N -1.5366 -4.3445 -2.5899
O -1.6726 -3.8738 -1.2463
C -2.0996 -2.1172 -3.4933
C -3.9963 -3.5783 -3.1580
C -0.2883 -6.1720 -1.6394
H -2.4562 -7.6196 -1.6000
H -3.5834 -6.7262 -2.6300
H -3.0867 -6.0649 -1.0538
H -0.4686 -6.0044 -4.4343
H -1.4488 -7.3938 -3.8928
H -3.3935 -6.1729 -4.4903
H -2.4080 -6.2430 -5.8483
H -3.1641 -3.8551 -5.4975
H -1.4312 -3.9843 -5.2584
H -1.0046 -2.1059 -3.5022
H -2.4990 -1.5745 -4.2920
H -2.3252 -1.6109 -2.5386
H -4.3498 -4.6392 -3.0870
H -4.2624 -2.9366 -2.3077
H -4.5310 -3.1366 -3.9799
H -0.3305 -7.2137 -1.5797
H -0.4488 -5.7011 -0.6597
H 0.6335 -5.8506 -2.1694
H -2.6025 -3.5116 -1.1565
C 5.6789 -6.4092 -2.5634
C 6.2656 -5.1663 -1.9504
C 7.7277 -5.4549 -1.5024
C 8.4050 -4.1871 -1.0600
C 8.4522 -3.1730 -2.2267
C 7.0281 -2.8746 -2.7083
N 6.4051 -4.1865 -3.0982
O 5.1670 -3.8350 -3.6531
C 6.3348 -2.0414 -1.5956
C 7.0743 -1.9832 -3.9082
C 5.4263 -4.8229 -0.7004
H 4.6451 -6.2046 -2.9535
H 5.5990 -7.1290 -1.7673
H 6.3317 -6.8762 -3.2446
H 7.7612 -6.1403 -0.6412
H 8.2033 -5.9535 -2.3137
H 9.4740 -4.3825 -0.7477
H 7.8890 -3.7340 -0.2180
H 9.2010 -3.5723 -3.0001
H 8.9157 -2.2507 -1.9460
H 5.3328 -2.4543 -1.3094
H 6.9702 -2.0607 -0.7581
H 6.2226 -1.0151 -1.9778
H 6.1469 -1.5826 -4.2633
H 7.8155 -1.1251 -3.8066
H 7.4434 -2.5891 -4.7406
H 5.9853 -4.0566 -0.0884
H 5.3905 -5.6792 0.0255
H 4.4282 -4.5046 -1.0376
H 4.8225 -3.0693 -3.2007
C -0.0107 5.9308 4.5192
C -0.8052 6.9898 3.7009
C -0.1587 8.3681 3.9445
C 1.2597 8.4881 3.1964
C 0.9751 8.2765 1.7549
C 0.4258 6.8639 1.3403
N -0.8152 6.7238 2.2183
O -1.3112 5.3755 1.9828
C -0.0279 6.8743 -0.1215
C 1.6266 5.8735 1.6532
C -2.2910 7.1595 4.0914
H -0.0979 5.9586 5.5974
H 1.0113 5.8992 4.1503
H -0.4764 4.9409 4.2414
H -0.7632 9.2378 3.6088
H -0.0249 8.5402 5.0354
H 1.9277 7.7900 3.6561
H 1.6043 9.5058 3.3452
H 1.8530 8.4846 1.1076
H 0.3004 9.1093 1.5619
H -0.6215 7.8020 -0.3213
H 0.7158 6.7117 -0.8686
H -0.6709 6.0843 -0.4578
H 1.2125 4.8517 1.8472
H 2.2023 5.7321 0.7052
H 2.3373 6.3142 2.3417
H -2.9110 6.2727 3.9229
H -2.8042 7.9009 3.4393
H -2.3827 7.3559 5.1663
H -1.8343 5.5272 1.1455
C -6.1737 -3.3106 -0.0876
C -5.0163 -3.0675 0.8116
C -4.5057 -4.2881 1.5089
O -3.9491 -2.4968 -0.0216
H -7.0498 -3.7734 0.4311
H -5.9316 -4.0332 -0.8666
H -6.4938 -2.3573 -0.5158
H -5.3253 -2.3334 1.5496
H -5.1225 -4.5836 2.3679
H -3.6021 -4.1449 2.0343
H -4.3679 -5.1265 0.7320
H -3.2647 -1.9317 0.5247
C -3.4354 3.2247 -1.2083
C -3.7016 4.6848 -1.1529
C -5.1486 5.0439 -1.5147
O -3.3185 5.2225 0.0949
H -2.3014 3.0867 -1.2129
H -3.8113 2.8577 -2.2157
H -3.8308 2.5896 -0.4327
H -3.0602 5.1135 -1.9281
H -5.7947 5.1322 -0.6609
H -5.5650 4.3069 -2.1935
H -5.1486 6.0526 -2.0131
H -3.9566 5.9220 0.3661
C 2.3096 -2.9822 -5.6351
C 1.7316 -4.1945 -4.9646
C 2.6512 -5.4197 -5.0687
O 1.5135 -3.9108 -3.5661
H 1.6595 -2.1055 -5.6088
H 2.6260 -3.1932 -6.6749
H 3.2229 -2.7309 -5.0604
H 0.8282 -4.5447 -5.4384
H 2.8319 -5.5817 -6.1009
H 2.0604 -6.2443 -4.6595
H 3.6077 -5.2829 -4.6073
H 0.5953 -3.9218 -3.4281
C -4.6249 9.6939 1.7074
C -4.9514 8.2277 1.8568
C -6.2617 7.7854 1.2180
O -3.8874 7.4305 1.2482
H -5.5054 10.2505 2.0604
H -4.4506 9.9066 0.5866
H -3.6774 10.0188 2.2328
H -4.9834 8.0138 2.8796
H -6.2908 8.0012 0.0904
H -7.1601 8.2365 1.6022
H -6.3956 6.6691 1.4115
H -3.0670 7.9312 1.4208
C -4.9307 3.4068 3.1629
C -5.7400 2.1775 2.7691
O -4.9308 1.0378 2.5489
H -4.9244 3.7095 4.1935
H -5.1531 4.3056 2.5802
H -3.8572 3.2737 2.9374
H -6.3322 2.4442 1.8314
H -6.4561 1.9737 3.6582
H -4.2481 0.9696 3.2887
C 2.6132 -1.5965 -0.0498
C 1.3168 -1.8918 -0.9669
O 0.5070 -2.7497 -0.1211
H 3.0489 -0.6005 -0.2346
H 3.3713 -2.3797 -0.1443
H 2.2011 -1.5382 1.0053
H 1.6446 -2.3244 -1.9165
H 0.8895 -0.8921 -1.1469
H -0.2562 -3.1186 -0.6532
C -5.3975 1.3084 -6.6869
C -5.6825 1.0261 -5.1845
O -4.5785 0.2223 -4.6843
H -4.4818 1.9190 -6.7198
H -6.2677 1.8760 -7.0702
H -5.2999 0.4166 -7.3671
H -6.7010 0.5876 -5.0908
H -5.8057 1.9531 -4.6324
H -4.8996 -0.1674 -3.8418
C -1.6822 -1.4947 6.2106
C -1.6340 -1.0938 4.7826
O -2.9554 -1.0603 4.1661
H -2.1834 -2.4275 6.2177
H -2.2990 -0.8481 6.7855
H -0.7016 -1.4930 6.6218
H -1.1248 -1.8494 4.1865
H -1.1455 -0.1036 4.6530
H -2.9042 -1.3077 3.2169
C -7.2500 1.5253 -1.1863
C -6.2100 0.4884 -0.6670
O -5.5416 -0.1292 -1.7823
H -7.9411 0.9473 -1.7816
H -6.7375 2.1998 -1.8598
H -7.7153 2.1261 -0.4078
H -6.6637 -0.2756 -0.0382
H -5.4210 0.9652 -0.0656
H -4.8997 -0.7447 -1.3823
C -1.1966 1.2456 1.7764
C -0.8641 0.0711 0.8374
O -1.6502 -1.1347 1.1346
H -2.2923 1.3598 1.8428
H -0.8412 2.2534 1.5467
H -0.8935 0.9817 2.7735
H 0.1835 -0.2250 0.8329
H -1.1745 0.3575 -0.1747
H -0.9566 -1.8511 1.1065
*
```

=====

[2]
This record from the Open Molecules 2025 dataset describes a molecular structure, C23H16N4NaOS. The level of theory is ωB97M-V/def2-TZVPD.

## Properties
Kohn-Sham gap   5.8 eV
HOMO energy   -0.1264 Eh
LUMO   2.4 eV

ORCA input file:
```
! RIJCOSX wB97M-V def2-TZVPD def2/J DEFGRID3
* xyz -1 1
Na 0.2915 -0.1464 -0.0947
C -3.0173 -3.5110 -0.0056
C -1.8695 -2.7387 0.2571
N -1.8447 -1.4333 0.1597
C -2.9638 -0.7706 -0.2286
C -4.1567 -1.4621 -0.5492
C -4.1504 -2.8678 -0.4098
C -5.2947 -0.7572 -1.0105
C -5.2024 0.5995 -1.1606
C -4.0393 1.3093 -0.8300
C -2.8928 0.6816 -0.3321
N -1.7083 1.2549 -0.0259
C -1.5646 2.5597 0.2840
C -2.5470 3.4454 0.7437
C -2.2627 4.7769 1.0772
C -1.0043 5.3047 0.9717
C 0.0478 4.4523 0.5573
C 1.3859 4.8966 0.4684
C 2.3762 4.0267 0.1144
C 2.0265 2.6885 -0.1499
N 0.7938 2.2500 -0.1016
C -0.2092 3.0984 0.2351
H -2.9794 -4.5877 0.0962
H -0.9356 -3.2186 0.5307
H -5.0547 -3.4202 -0.6425
H -6.2000 -1.3001 -1.2536
H -6.0517 1.1544 -1.5455
H -4.0212 2.3754 -1.0018
H -3.5568 3.0873 0.8788
H -3.0770 5.4030 1.4272
H -0.7942 6.3390 1.2154
H 1.6084 5.9332 0.6990
H 3.4104 4.3395 0.0497
H 2.7837 1.9479 -0.3852
O 2.4548 -0.4061 0.5499
N 3.2970 -1.3624 0.2704
C 4.5240 -1.2951 0.8404
C 5.4979 -2.2303 0.6180
C 5.2033 -3.2967 -0.2359
C 3.9598 -3.3620 -0.8080
C 2.9531 -2.3970 -0.5743
S 1.4107 -2.4832 -1.2795
H 4.6401 -0.4326 1.4790
H 6.4581 -2.1221 1.1015
H 5.9414 -4.0607 -0.4451
H 3.6923 -4.1696 -1.4742
*
```